29
Properties=species:S:1:pos:R:3 method="wB97M-V/def2-TZVPD" molar_mass_g_mol=181.196 total_charge=-1 total_energy_ha=-840.75544 max_force_ev_per_a=0.31 homo_ev=-1.76
N 1.303 1.589 0.585
C 1.611 0.159 0.377
C 0.338 -0.702 0.458
C 0.232 -1.556 1.722
P 0.683 -0.760 3.218
N 2.251 -1.414 3.532
O -0.333 -1.647 4.258
H 2.164 2.125 0.634
H 0.875 1.674 1.504
H 2.076 0.065 -0.611
H 2.338 -0.209 1.108
H 0.300 -1.345 -0.431
H -0.515 -0.002 0.342
H -0.802 -1.883 1.880
H 2.289 -2.410 3.321
H 2.626 -1.196 4.448
H -0.204 -1.296 5.142
C -2.673 0.618 -2.178
C -1.473 1.203 -2.908
C -0.433 0.136 -3.219
O -0.896 2.267 -2.165
H -2.352 0.186 -1.227
H -3.409 1.396 -1.971
H -3.149 -0.170 -2.766
H -1.807 1.667 -3.842
H -0.063 -0.303 -2.289
H 0.412 0.574 -3.750
H -0.858 -0.664 -3.829
H -0.533 1.898 -1.343